1.
232
Properties=species:S:1:pos:R:3 method="wB97M-V/def2-TZVPD" charge=+6 max_force_ha_per_bohr=0.2058 total_energy_ha=-5757.0350 gap_ev=4.24 lumo_ev=-12.24 molar_mass_g_mol=1427.0
S -1.3570 0.6537 -0.0759
S 5.0955 5.9209 -0.6691
S 0.5789 1.7737 -0.3725
F -2.8526 0.8603 0.6444
F 3.3888 4.8007 1.1005
F 4.5431 3.3727 0.0118
F 5.4197 4.6454 1.6477
F 1.1490 3.2550 -0.1288
O -1.8905 6.9509 0.3881
O 4.2067 5.6891 -1.7985
O -1.5811 0.7299 5.5649
O 1.4908 1.0058 0.4065
O 1.5170 3.7403 4.2060
O -1.7847 0.5192 -1.4816
O -0.5515 -3.2247 -4.0211
O -0.8924 -0.5515 0.5861
O -4.3516 0.9880 -9.2738
O 2.9387 -2.1915 -1.8557
O 6.5234 5.7197 -0.9477
O -3.0843 2.5858 -5.0302
O 0.6443 1.6644 -1.8294
O -5.1757 5.4767 -0.6301
O 9.3743 -2.0662 -1.3298
O 5.5442 -0.5302 1.1546
O 4.8441 7.1996 -0.0190
N 4.1810 2.6012 -4.4153
N -1.0514 2.4941 3.1216
N -0.8797 2.0123 0.4109
N -5.0752 -1.0616 4.2544
N -1.6558 -6.5400 4.3406
N -2.7829 3.9617 0.0359
N -4.6898 0.1893 -6.5091
N 8.6770 -1.4181 1.4002
N 1.9911 -1.9061 -4.5315
C -4.0274 3.2045 -0.4499
C 6.2894 -0.9897 2.2842
C -4.5467 -0.7214 5.6948
C -4.3984 2.0543 -4.8727
C -3.0987 -6.0402 4.7043
C 4.5638 4.5638 0.6176
C 2.6887 3.4339 -6.3135
C -6.0965 -3.0352 2.9712
C -2.1856 2.2306 -4.0266
C -3.8363 -0.9906 3.2911
C 9.3777 -2.6444 -2.6539
C -1.0942 5.8279 -0.1814
C -5.5287 -1.1044 6.7828
C -0.1352 1.4076 3.7426
C 9.7191 -2.4635 1.0510
C 1.5698 -1.9041 -2.0264
C -3.4006 -0.1094 -7.2924
C -1.9271 4.7851 -0.9474
C -0.8916 -4.3298 3.1828
C -2.5356 7.9454 -0.3896
C -0.7642 3.9870 3.4847
C 5.3218 1.2146 -2.4448
C -6.0990 0.0300 3.8589
C 1.5202 3.7240 -5.2799
C 0.1701 -3.5756 -5.2419
C -0.2653 -3.6288 1.9397
C 0.7038 4.2643 3.1210
C 5.1921 3.7360 -4.4864
C -4.0738 -1.6950 1.9722
C -5.6975 -2.4825 4.3714
C -0.6272 -6.3371 5.5287
C -4.4884 0.5445 -5.0017
C 3.6147 2.3313 -5.8141
C -4.9130 4.1959 -1.2472
C 3.1206 2.9227 -3.3636
C -1.8160 -8.0738 3.8617
C -2.0298 -3.0492 -4.1338
C 4.9354 1.2912 -3.9554
C -0.6904 -8.8315 6.0981
C -0.3597 1.4011 5.2458
C 9.3530 -3.0850 -0.3140
C -3.7332 -0.2063 -8.7700
C 7.3500 -2.0683 1.9763
C -1.7626 0.5926 6.9773
C 2.0902 3.9643 -3.8572
C 1.3090 -1.1963 -3.3649
C -1.7647 -9.0652 5.0831
C 6.2743 0.0990 -2.0609
C -1.0364 -5.8691 3.0551
C -4.7317 -3.0501 2.1404
C -5.1492 -0.5356 8.1307
C -4.8385 0.8119 -10.5511
C 1.6571 -3.3646 -4.9414
C 3.4372 -2.4354 -0.4986
C 4.5358 0.4125 1.6298
C -6.2346 5.4844 0.4037
C 2.9007 3.4997 3.8390
C -0.8227 -7.4326 6.6861
H -4.9666 -3.3308 1.1137
H 6.5969 0.1615 -1.0216
H -2.5058 5.3019 -1.7129
H -2.5775 -2.7382 -3.2442
H -2.3211 -4.0477 -4.4595
H -3.7419 -6.0052 3.8250
H -5.6931 1.0282 4.0229
H 9.2486 -1.7686 -3.2898
H -5.0290 2.5473 -5.6127
H 2.7859 -3.1810 -0.0425
H -6.3816 4.6583 1.0995
H 2.2256 3.0600 -7.2266
H -5.2802 0.7965 -7.0594
H -0.7911 -9.6599 6.7993
H 2.3011 -3.5718 -5.7960
H -5.6374 0.0705 -10.5385
H -2.2387 3.1885 0.3910
H 6.7171 -0.1333 2.8054
H 0.8444 5.3408 3.0233
H 8.3245 -3.4437 -0.3529
H -0.0601 -6.3510 3.0029
H 7.0129 -2.7411 1.1877
H 6.0575 -0.9549 -2.2351
H -0.1289 -7.2952 7.5154
H -0.2334 -4.0839 4.0162
H 9.5636 -3.1618 1.8734
H -3.3961 7.5522 -0.9310
H -6.7763 -2.3093 2.5251
H 1.2774 3.9933 -3.1315
H -3.7777 -0.1224 -4.5134
H -2.0162 2.2853 3.3355
H -6.5229 -0.7489 6.5124
H -4.4401 0.3632 5.7178
H -0.4255 6.3555 -0.8615
H -3.9856 -3.7015 2.5955
H -1.7954 -10.0761 4.6766
H 1.8084 -1.3567 -5.3591
H 2.9912 3.0206 2.8641
H -5.8727 3.7403 -1.4912
H -5.4986 -2.1868 6.9077
H 5.7258 2.1526 -2.0639
H -2.2872 -2.2847 -4.8669
H -5.3172 -0.5981 -6.4296
H -5.7574 -1.0392 8.8820
H -3.6142 0.0601 3.1043
H 0.9616 3.7751 2.1817
H 3.6993 3.3404 -2.5397
H -1.5154 4.6462 3.0497
H -5.4879 0.4631 8.4064
H -1.6401 -6.0422 2.1642
H -3.4012 -6.6840 5.5303
H -2.5820 2.2727 -3.0121
H 3.1005 1.3737 -5.7329
H 10.0430 -3.9165 -0.4571
H -7.1748 5.7158 -0.0970
H 8.5299 -3.2722 -2.9280
H -4.5646 2.8524 0.4308
H 10.7364 -2.0859 1.1541
H 1.8175 -0.2409 -3.2358
H 0.9178 -2.7743 -1.9505
H -1.1636 1.2139 7.6431
H -3.6711 2.3821 -1.0702
H 4.8940 1.0899 2.4050
H -2.9681 -1.4417 3.7715
H 4.5046 -2.6516 -0.4548
H 2.0984 -3.8482 -4.0699
H -4.1164 -0.7386 8.4139
H 0.8248 2.8848 -5.2690
H 4.1855 0.9809 0.7682
H -5.3838 1.6821 -10.9165
H -1.8230 8.3555 -1.1052
H -0.2538 2.4304 5.5886
H 3.4257 2.9779 4.6391
H 0.3855 -6.3057 5.1266
H 5.8994 3.4940 -5.2797
H -4.9658 -3.1300 4.8546
H 4.4022 1.0730 -1.8771
H -4.0905 0.6934 -11.3350
H -2.6686 0.6557 -7.0340
H 10.3791 -2.9199 -2.9847
H -2.7289 -8.0236 3.2682
H 5.7330 3.7410 -3.5401
H 4.2875 0.4421 -4.1731
H -0.5212 0.4810 3.3175
H 3.2933 4.2240 -6.7588
H 9.0933 -0.6818 1.9521
H -0.8488 4.0325 4.5705
H 0.2604 -0.9338 -3.5049
H 2.6081 2.0315 -3.0015
H -0.4495 5.4060 0.5897
H -2.9288 8.8057 0.1522
H 5.8694 1.1036 -4.4849
H -0.0287 -4.5949 -5.5731
H 0.2797 -8.9371 5.6124
H 3.6996 -0.1295 2.0716
H -4.4794 4.4599 -2.2118
H 7.5575 -2.7654 2.7882
H -4.3966 -1.0656 -8.8679
H -3.0048 -1.0947 -7.0460
H -1.0017 -8.3281 3.1832
H 5.6128 -1.4300 3.0167
H -6.2794 -0.1254 2.7952
H 2.5261 4.9618 -3.9127
H 1.1850 -1.2482 -1.2455
H -0.0192 -2.5975 2.1927
H -4.7135 -1.1480 1.2796
H -5.8094 6.2992 0.9898
H -3.1135 4.5325 0.8006
H -2.8573 -0.3461 -9.4036
H -0.0953 -2.8788 -6.0370
H -3.0557 -1.9035 1.6432
H -0.8798 -3.4731 1.0530
H -2.7522 -8.9896 5.5384
H -1.2900 2.8478 -4.0969
H -6.6190 -3.9918 2.9805
H -4.7412 2.3213 -3.8731
H -3.5718 -1.1873 5.8379
H 3.2459 -1.5638 0.1274
H -1.5487 -0.4572 7.1779
H 8.3459 -0.9691 0.5583
H -0.8977 -5.3618 5.9331
H 3.3906 4.4723 3.7904
H -1.0515 2.3429 2.1230
H 4.4516 2.1732 -6.4944
H -3.1008 -4.9841 4.9739
H -1.2553 4.0310 -1.3574
H -7.0520 -0.1646 4.3509
H 0.7935 1.4939 3.1786
H -1.8912 1.2076 -4.2610
H -6.6071 -2.3231 4.9505
H 7.2570 0.2004 -2.5215
H 4.6445 4.6389 -4.7567
H 2.9913 -1.9118 -4.3909
H 1.0034 4.6492 -5.5350
H -2.7934 0.8193 7.2494
H 0.4451 0.8191 5.6948
H 0.6820 -4.1035 1.6842
H -1.8207 -3.7986 3.3896
H -5.4820 0.2226 -4.6897
H -1.8622 -7.3000 6.9862

---

2.
119
Properties=species:S:1:pos:R:3 method="wB97M-V/def2-TZVPD" charge=+1 max_force_ha_per_bohr=0.0901 total_energy_ha=-5518.2999 gap_ev="4.75 / 4.53" lumo_ev="-4.48 / -4.70" molar_mass_g_mol=852.6
Ge 3.2927 1.7548 0.0383
V 1.3214 0.3416 1.3243
P -7.7881 3.8896 -1.7873
O -0.3143 0.1170 2.5334
O 0.3949 2.1622 2.0325
N -7.6273 3.2023 -4.4446
N 1.0684 -1.4912 -1.0874
N -5.5168 3.8923 -3.4210
N -7.3135 5.5252 -3.8769
N 2.2939 -1.1636 2.1386
N -1.1180 2.2005 4.9581
C 3.1179 -1.9025 1.3651
C 3.3548 -3.1149 -3.3253
C -5.8737 5.2925 -3.7907
C 5.2228 -3.1578 1.4241
C -1.0099 -3.2193 3.8877
C -1.5586 1.9514 3.5841
C 1.5854 -2.9400 5.3189
C 4.6319 -4.2731 0.7637
C 1.6067 -2.6684 -0.6010
C -0.9936 -1.6823 -2.5755
C 0.8675 -4.8676 3.2619
C 1.3535 -2.4575 4.0267
C 2.4659 -2.3483 6.2249
C 3.4694 -1.1310 -4.7151
C -2.7944 -0.1998 -1.6465
C 3.6529 0.6781 4.2790
C -0.3978 1.3867 2.6460
C 3.1659 -0.7995 4.4283
C -1.4795 -1.8126 -3.9162
C 2.8177 2.2028 -1.9115
C 2.2762 -1.4656 3.5232
C -6.2323 2.9211 -4.2724
C -5.9406 3.7450 -2.0145
C 4.9992 0.8618 -0.1560
C -0.6467 -1.9270 -5.0061
C 3.3079 -1.3198 5.7506
C 2.5777 -2.8855 0.4124
C 2.8346 -1.6433 -3.4167
C 0.9398 -0.2971 -0.4116
C 0.4286 -3.3954 3.2372
C 0.7246 -1.6605 -4.8823
C 1.2903 -1.5415 -3.5823
C -3.0134 -2.7922 -1.6255
C -7.8739 4.6054 -4.8421
C 4.4261 -2.0835 1.7669
C 5.1757 0.7786 4.7123
C -7.9754 5.5569 -2.6156
C -1.9923 -1.5648 -1.4784
C 0.4444 -1.6139 -2.4472
C 2.7248 1.7471 4.9334
C -8.3905 2.8689 -3.2146
C 3.6757 3.5587 0.8588
C 3.3255 -4.1163 0.3297
H 5.2939 -5.1656 0.6998
H 4.5515 -0.9026 -4.6461
H 5.6607 1.8065 4.6971
H -2.5526 -1.7639 -4.1675
H 5.6479 1.5083 -0.8040
H 2.3360 -2.5630 7.2907
H -8.4017 1.8249 -3.0454
H 4.8881 -0.0565 -0.7668
H -2.5450 -3.7514 -1.8567
H 5.5477 0.6365 0.8407
H -5.6145 2.7908 -1.7154
H 5.8441 -0.0357 4.3217
H 4.9017 -1.3404 2.3977
H -1.6509 -4.0800 3.7196
H -7.4467 6.3301 -2.0446
H 2.3148 1.4723 -2.5946
H 3.4064 -3.4459 -4.3461
H 2.9665 -0.2003 -5.0047
H 3.8700 -0.7209 6.4498
H -5.4812 4.4915 -1.3191
H -5.7043 2.9218 -5.2381
H -5.3475 5.4971 -4.7238
H 3.3214 -1.8844 -5.4490
H 6.2881 -3.0928 1.6533
H -3.5620 -0.3206 -2.4512
H 3.6058 0.8489 3.1655
H -6.1209 1.9017 -3.8855
H -3.5521 -3.0863 -0.6881
H 5.0514 0.7026 5.7493
H -9.0521 5.7619 -2.7151
H 1.0893 -3.8450 5.7309
H 3.6013 3.5100 1.9992
H 2.7409 -4.9060 0.0627
H 2.7886 2.7033 4.4481
H -2.1868 0.6751 -1.9181
H 3.1448 -1.0576 -2.5496
H 2.9007 -3.6984 -2.5554
H -1.3726 -1.7403 -0.5529
H 1.1775 -3.6008 -0.9096
H -3.7564 -2.4481 -2.3509
H 2.7059 1.8791 5.9825
H -1.9346 2.8575 3.0774
H -1.5678 -2.3051 3.5435
H 4.6370 4.1163 0.6247
H -9.4203 3.1896 -3.2730
H 0.5472 -5.3062 2.3174
H -7.4567 4.8353 -5.8110
H -1.4840 3.1243 5.2882
H 0.3124 0.4696 -1.0894
H 4.3384 -3.0091 -2.9520
H -8.9138 4.7724 -4.9312
H 3.7686 2.6595 -2.3074
H 0.4276 -2.9809 2.2311
H -3.2961 0.0812 -0.7038
H -5.5128 5.9667 -3.0261
H 0.5351 -5.4097 4.1201
H 1.9535 -4.8653 3.3775
H -2.4175 1.2612 3.5726
H -1.1789 1.4613 5.6644
H -0.8733 -3.1389 4.9818
H -1.0312 -2.1627 -5.9801
H 2.2950 3.1953 -1.8813
H 1.4746 -1.6962 -5.7472
H 2.8225 4.2106 0.4756
H 1.6936 1.4122 4.8222

---

3.
11
Properties=species:S:1:pos:R:3 method="wB97M-V/def2-TZVPD" relative_energy_kcal_mol=128.7 max_force_ha_per_bohr=0.1503 total_energy_ha=-264.3823 gap_ev=10.02 lumo_ev=0.34 molar_mass_g_mol=74.1
O -1.7252 0.5344 1.1225
N 0.6472 -1.0306 -1.0546
N 1.3930 0.3257 -1.0797
C -0.5184 0.3896 0.5837
C -0.2945 -0.8507 -0.0811
H 2.5027 -0.1160 -1.2694
H 1.5353 0.6811 -0.0131
H 0.2330 0.5257 1.3752
H -0.2954 1.3689 -0.0592
H -2.4648 -0.0781 0.3523
H -1.0128 -1.7500 0.1233

---

4.
7
Properties=species:S:1:pos:R:3 method="wB97M-V/def2-TZVPD" relative_energy_kcal_mol=46.6 max_force_ha_per_bohr=0.0634 smiles="O=C1NSC1=O" total_energy_ha=-680.1858 gap_ev=9.14 lumo_ev=-0.79 molar_mass_g_mol=103.1
S -0.5273 -1.5756 -0.1143
O 0.4811 1.8700 -0.4972
O 1.9787 -0.7685 0.7997
N -1.2102 -0.0005 -0.4805
C 0.9189 -0.6170 0.2235
C 0.1821 0.7754 -0.2483
H -1.8233 0.3162 0.3171

---

5.
22
Properties=species:S:1:pos:R:3 method="wB97M-V/def2-TZVPD" charge=+1 relative_energy_kcal_mol=12.7 max_force_ha_per_bohr=0.0220 smiles="C=C/C=C/C[C@H](C)[NH3+]" total_energy_ha=-329.5873 gap_ev=8.33 lumo_ev=-3.55 molar_mass_g_mol=112.2
N -0.6608 2.9465 -0.5260
C 2.0698 -3.4121 1.4139
C 1.1623 -1.4537 0.3449
C 1.1011 -2.8740 0.6814
C -0.8020 1.4602 -0.0917
C -2.1763 0.9252 -0.3890
C 0.3045 -0.7723 -0.4040
C 0.3990 0.7160 -0.6496
H -0.4535 -1.2598 -1.0140
H -1.1723 3.5047 0.1552
H -0.7251 1.5083 0.9882
H 0.3065 -3.4657 0.2528
H -2.3653 0.7630 -1.4504
H -2.9748 1.4667 0.1179
H 2.9868 -2.9003 1.6779
H 1.9686 -0.9127 0.8287
H 1.3012 1.0728 -0.1293
H 2.0275 -4.4079 1.8433
H 0.5642 0.9163 -1.7139
H -0.9955 3.0783 -1.4805
H 0.3286 3.1869 -0.4605
H -2.1945 -0.0864 0.0043

---

6.
20
Properties=species:S:1:pos:R:3 method="wB97M-V/def2-TZVPD" relative_energy_kcal_mol=34.9 max_force_ha_per_bohr=0.0344 total_energy_ha=-345.2723 gap_ev=8.50 lumo_ev=0.75 molar_mass_g_mol=112.2
N -1.9592 -0.2820 -1.3689
N 0.8953 -2.1180 0.9826
C -1.3323 -0.3055 0.9881
C -0.9334 1.1225 1.2185
C 1.2328 -0.2156 -0.7729
C 0.8215 -1.2111 0.2773
C -1.8675 -0.8513 -0.1186
C 2.4403 0.5539 -0.2370
H -1.9072 -0.9071 -2.1581
H -1.4572 0.5905 -1.4975
H 0.4412 0.4820 -1.0481
H -2.2226 -1.8718 -0.0838
H -1.6672 1.6192 1.8524
H 1.5150 -0.8001 -1.6544
H -1.3929 -0.8949 1.8919
H -0.8488 1.6952 0.2970
H 2.8945 1.1447 -1.0308
H 2.1427 1.2277 0.5654
H 0.0213 1.1579 1.7401
H 3.1837 -0.1364 0.1566

---

7.
53
Properties=species:S:1:pos:R:3 method="wB97M-V/def2-TZVPD" spin_multiplicity=5 charge=+2 relative_energy_kcal_mol=56.5 max_force_ha_per_bohr=0.0862 s_squared=6.018 total_energy_ha=-1551.8476 gap_ev="8.31 / 4.14" lumo_ev="-6.21 / -10.91" molar_mass_g_mol=508.6
Os -1.9495 -0.7810 1.9252
P 0.1211 -0.2815 2.3735
P -2.2595 -0.7382 -0.2940
O -3.9674 -1.2145 1.8767
O -4.4398 -3.4668 1.7526
C 0.6351 1.4417 -2.7060
C -3.7076 -2.5170 1.8149
C 0.1157 1.3906 3.0897
C 2.2768 -0.3904 -3.2171
C 1.6679 2.5321 -2.7665
C 1.3470 -1.3379 3.1167
C -0.6936 0.1870 -0.4048
C -2.0188 -1.2316 3.9886
C 2.3600 2.8887 -1.4232
C -2.1198 -2.2677 -1.2488
C 0.4439 -0.0844 0.5833
C 3.3707 0.1674 -2.2683
C 2.9224 0.5031 -0.8729
C 2.5579 1.7382 -0.4755
C -3.5938 0.2864 -0.9313
C 0.8901 0.1451 -2.9794
H 4.1479 -0.6103 -2.1906
H 2.5954 -0.1982 -4.2597
H -2.1206 -2.3227 4.1048
H 1.7591 3.6565 -0.9064
H 2.2424 -1.4891 -3.1159
H 1.0731 -0.9162 0.2405
H -1.7607 -2.0531 -2.2647
H 1.0653 0.8091 0.6226
H -2.9764 -0.7616 4.2819
H -3.6699 1.2036 -0.3318
H 1.1609 3.4482 -3.1107
H 3.3287 3.3727 -1.6530
H 2.3558 -0.9290 2.9772
H -2.5426 -2.6640 1.8300
H -3.1184 -2.7259 -1.2910
H -1.2164 -0.8623 4.6452
H -1.4292 -2.9591 -0.7464
H 3.0649 -0.3086 -0.1558
H -0.3862 1.8033 -2.5772
H -4.5261 -0.2865 -0.8316
H 0.3625 1.3094 4.1549
H 2.5562 2.0324 0.5805
H 1.1296 -1.4222 4.1896
H 0.0958 -0.5662 -3.2298
H 3.8481 1.0366 -2.7519
H -0.8917 1.2623 -0.5018
H -3.4127 0.5370 -1.9844
H 2.4455 2.3082 -3.5157
H 1.2921 -2.3384 2.6677
H 0.8455 2.0327 2.5849
H -0.3848 -0.1854 -1.3789
H -0.8919 1.8177 2.9839